[1]
{
  "formula": "C54H59As2N4O3PRuS",
  "method": "the ωB97M-V functional and the def2-TZVPD basis",
  "multiplicity": 6,
  "e_tot_ev": -213417.622,
  "total_charge": 3,
  "homo_lumo_gap_ev": [6.94, 5.65],
  "homo_ha": [-0.5155, -0.5543],
  "elements": ["Ru", "O", "H", "H", "O", "H", "H", "S", "C", "N", "C", "C", "C", "N", "H", "H", "H", "H", "C", "C", "C", "C", "C", "C", "As", "C", "C", "C", "C", "C", "C", "C", "C", "C", "C", "C", "C", "H", "H", "H", "H", "H", "H", "H", "H", "H", "H", "H", "H", "H", "H", "H", "C", "N", "C", "C", "C", "N", "C", "C", "O", "H", "H", "H", "H", "H", "H", "H", "H", "H", "H", "H", "H", "C", "C", "As", "C", "C", "C", "C", "C", "C", "C", "C", "C", "C", "C", "C", "P", "C", "C", "C", "C", "C", "C", "C", "C", "C", "C", "C", "C", "H", "H", "H", "H", "H", "H", "H", "H", "H", "H", "H", "H", "H", "H", "H", "H", "H", "H", "H", "H", "H", "H", "H", "H"],
  "coordinates": [[0.197, -0.990, -0.431], [2.092, -2.197, 0.764], [3.001, -2.252, 0.373], [1.734, -3.118, 0.683], [-1.541, -0.351, -1.794], [-1.379, -1.081, -2.456], [-1.297, 0.481, -2.181], [-0.239, -3.680, -0.962], [-0.740, -3.713, -2.554], [-0.583, -4.879, -3.282], [-0.856, -4.954, -4.592], [-1.333, -3.846, -5.228], [-1.520, -2.719, -4.463], [-1.252, -2.626, -3.161], [-0.199, -5.666, -2.802], [-0.682, -5.884, -5.110], [-1.568, -3.831, -6.289], [-1.941, -1.847, -4.995], [4.824, 2.891, -2.923], [4.609, 2.314, -1.672], [3.808, 1.196, -1.520], [3.238, 0.637, -2.633], [3.548, 1.076, -3.885], [4.329, 2.218, -4.036], [2.299, -1.031, -2.341], [3.901, -2.174, -2.112], [5.185, -1.669, -2.244], [6.312, -2.502, -2.179], [6.175, -3.851, -1.972], [4.884, -4.387, -1.823], [3.744, -3.567, -1.913], [1.742, -1.548, -4.156], [2.286, -2.650, -4.806], [2.019, -2.863, -6.172], [1.156, -2.052, -6.870], [0.581, -0.950, -6.228], [0.899, -0.713, -4.897], [5.368, 3.809, -2.997], [4.968, 2.809, -0.750], [3.694, 0.801, -0.490], [3.154, 0.544, -4.751], [4.499, 2.602, -5.038], [5.294, -0.594, -2.445], [7.251, -2.038, -2.352], [7.017, -4.525, -1.884], [4.735, -5.477, -1.787], [2.783, -3.970, -1.979], [2.989, -3.335, -4.320], [2.527, -3.675, -6.729], [0.962, -2.149, -7.928], [-0.059, -0.232, -6.731], [0.525, 0.203, -4.512], [-3.976, -1.572, 0.334], [-3.372, -2.317, 1.452], [-4.321, -3.337, 2.056], [-3.561, -4.467, 2.659], [-2.291, -4.075, 3.418], [-1.531, -3.041, 2.742], [-0.156, -2.968, 3.214], [-2.019, -2.296, 1.739], [-1.255, -1.473, 1.122], [-4.943, -1.217, 0.749], [-4.164, -2.253, -0.532], [-3.380, -0.690, 0.066], [-4.953, -3.723, 1.254], [-4.928, -2.809, 2.785], [-3.241, -5.098, 1.797], [-4.179, -5.078, 3.320], [-1.622, -4.951, 3.595], [-2.525, -3.754, 4.422], [0.431, -3.841, 2.866], [-0.100, -2.945, 4.296], [0.282, -2.066, 2.765], [-1.597, 1.678, 1.550], [-1.496, 0.872, 2.829], [-2.280, 1.692, 4.402], [-4.152, 1.924, 4.205], [-4.865, 1.140, 3.329], [-6.230, 1.292, 3.139], [-6.902, 2.191, 3.972], [-6.219, 2.969, 4.890], [-4.801, 2.848, 5.006], [-1.423, 3.399, 4.764], [-0.132, 3.321, 5.261], [0.624, 4.511, 5.387], [0.065, 5.746, 5.009], [-1.234, 5.766, 4.553], [-2.001, 4.633, 4.406], [-0.031, 1.419, 0.585], [1.238, 1.967, 1.723], [2.118, 1.011, 2.191], [3.284, 1.452, 2.813], [3.515, 2.803, 2.939], [2.544, 3.754, 2.586], [1.401, 3.335, 1.988], [-0.223, 2.638, -0.784], [-1.481, 2.951, -1.324], [-1.587, 3.793, -2.449], [-0.459, 4.295, -3.031], [0.780, 3.933, -2.551], [0.917, 3.202, -1.409], [-1.706, 2.758, 1.766], [-2.461, 1.357, 0.963], [-0.478, 0.681, 3.153], [-1.965, -0.097, 2.752], [-4.305, 0.447, 2.716], [-6.749, 0.646, 2.463], [-7.942, 2.215, 3.963], [-6.675, 3.587, 5.619], [-4.243, 3.373, 5.797], [0.232, 2.350, 5.550], [1.619, 4.374, 5.817], [0.676, 6.598, 5.076], [-1.712, 6.698, 4.277], [-3.080, 4.690, 4.103], [1.993, -0.014, 1.916], [4.018, 0.771, 3.177], [4.481, 3.101, 3.398], [2.737, 4.832, 2.808], [0.679, 4.070, 1.654], [-2.318, 2.527, -0.794], [-2.573, 4.089, -2.818], [-0.487, 4.944, -3.939], [1.657, 4.395, -2.987], [1.898, 3.048, -0.972]],
  "atomic_forces_ev_per_a": [[0.3, -0.3, 0.3], [0.3, -1.0, -0.3], [-0.9, 0.0, 0.3], [0.6, 1.0, 0.1], [0.1, -0.7, 0.1], [-0.4, 0.0, 0.2], [0.1, 0.9, -0.5], [0.1, 0.1, 0.6], [0.2, -0.1, -0.4], [-0.3, 1.0, -0.2], [-0.1, 0.1, -0.3], [0.0, -0.6, -0.7], [-0.5, 1.1, 0.1], [0.0, -0.5, -1.0], [0.2, -0.5, 0.4], [0.1, -0.2, 0.2], [0.1, -0.2, 0.3], [0.3, -0.3, 0.7], [-0.4, -1.0, 0.2], [0.0, 1.0, 1.0], [0.4, 0.5, 1.3], [-0.6, -1.5, 0.4], [0.0, 0.5, -1.1], [-0.1, 0.4, -0.3], [0.3, -0.4, -0.4], [-0.3, -0.8, 0.2], [0.0, 0.6, -0.1], [-0.9, 0.7, -0.1], [-0.8, -0.7, 0.6], [-0.7, -0.1, -0.6], [2.2, 1.0, -0.2], [0.2, 0.1, -0.2], [0.3, -0.4, -0.5], [0.4, -0.9, -0.1], [-0.5, 1.2, -0.1], [0.4, -0.4, 0.5], [0.0, -0.2, -0.4], [0.3, 0.3, -0.2], [0.0, -0.3, -0.7], [-0.2, 0.1, -0.8], [0.2, 0.3, 0.1], [0.1, 0.0, 0.1], [0.3, -0.6, 0.1], [0.8, 0.1, 0.0], [0.1, 0.2, -0.2], [0.2, 0.6, 0.2], [-1.4, -0.8, 0.3], [-0.3, 0.4, -0.1], [-0.3, 0.5, 0.6], [0.1, -0.4, -0.1], [0.1, -0.2, -0.2], [-0.3, 0.7, 0.8], [-0.2, -0.1, 0.6], [0.6, -1.0, 0.3], [0.9, 1.4, -0.2], [1.3, -1.3, -0.6], [-0.4, -0.6, 0.2], [-0.1, -0.6, 0.3], [0.6, 0.4, -1.4], [-0.7, 0.6, -0.7], [-0.7, -0.5, 0.5], [0.4, -0.2, -0.6], [0.2, 0.7, 0.5], [0.0, -0.5, -0.1], [0.0, 0.2, 0.1], [-0.3, 0.1, 0.1], [-0.2, 0.1, 0.7], [-0.1, 0.1, -0.2], [-0.5, 0.5, -0.5], [-0.2, 0.4, 0.4], [-0.3, 0.3, 0.2], [-0.2, 0.1, 0.2], [0.1, -0.3, 0.4], [0.0, 0.4, 0.0], [-0.2, -0.3, 0.7], [-0.3, 1.1, 0.2], [0.6, 0.5, 0.5], [-0.3, -0.6, -1.4], [0.8, 0.2, 1.1], [1.2, -0.2, 0.0], [2.5, -0.6, 0.1], [-1.4, 0.2, 0.7], [-0.5, -0.3, -0.5], [0.1, 1.2, -0.1], [-0.5, -1.0, 0.1], [0.5, -2.4, 0.4], [-0.8, 0.9, -0.5], [-1.0, -1.0, 0.3], [-0.8, 0.0, -0.7], [-0.5, 0.5, -0.5], [0.8, 0.8, -0.3], [-0.4, 0.2, -0.1], [0.7, 0.5, 0.9], [1.5, 1.0, 0.9], [-0.4, -0.3, -0.5], [0.5, 0.5, -0.4], [0.8, -0.1, 0.2], [-1.3, -0.4, 0.8], [0.2, 0.5, -1.8], [0.8, 1.1, 0.0], [-0.3, -1.2, 1.1], [0.1, -0.3, -0.2], [0.1, 0.1, 0.1], [0.3, 0.0, -0.1], [-0.1, -0.1, -0.1], [-0.1, -0.3, -0.1], [-0.3, -0.1, -0.3], [-1.7, 0.2, -0.2], [-0.8, 0.6, 0.2], [-0.5, -0.1, -0.5], [0.5, 0.0, 0.2], [-0.2, 0.5, -0.3], [0.4, 1.2, 0.1], [0.2, 0.1, 0.1], [1.3, 0.0, 0.1], [-0.2, -0.6, 0.1], [0.4, -0.5, 0.1], [-0.8, 0.0, -0.4], [-0.2, -1.1, -0.4], [-0.2, -0.1, -0.1], [-0.6, 0.2, -0.4], [0.3, -0.2, 0.1], [-0.3, -0.6, 1.0], [0.1, -0.2, -0.1], [0.0, -0.1, -0.1]],
  "lowdin_charge": [0.93, -0.19, 0.06, 0.02, -0.16, 0.00, 0.02, 0.68, -0.78, 0.11, 0.00, -0.02, -0.08, 0.05, 0.15, 0.15, 0.14, 0.15, -0.05, -0.08, -0.18, -0.45, -0.10, -0.04, 1.31, -0.38, -0.07, -0.05, -0.05, -0.05, -0.15, -0.39, -0.08, -0.07, -0.08, -0.07, -0.16, 0.11, 0.12, 0.11, 0.11, 0.12, 0.10, 0.11, 0.12, 0.12, 0.05, 0.10, 0.13, 0.12, 0.12, 0.09, -0.03, -0.06, -0.13, -0.14, -0.14, -0.07, -0.01, -0.46, -0.25, 0.09, 0.11, 0.06, 0.13, 0.13, 0.14, 0.13, 0.14, 0.13, 0.11, 0.10, 0.07, -0.35, -0.40, 1.52, -0.41, -0.11, -0.03, -0.02, -0.01, -0.09, -0.38, -0.11, -0.04, -0.03, -0.07, -0.09, 1.02, -0.40, -0.11, -0.06, -0.05, -0.07, -0.10, -0.35, -0.10, -0.06, -0.07, -0.08, -0.09, 0.10, 0.07, 0.05, 0.04, 0.08, 0.11, 0.10, 0.11, 0.12, 0.10, 0.12, 0.11, 0.12, 0.12, 0.06, 0.11, 0.13, 0.14, 0.12, 0.09, 0.12, 0.14, 0.12, 0.09]
}


[2]
{
  "formula": "C54H61AsN3OOs",
  "method": "the ωB97M-V functional and the def2-TZVPD basis",
  "e_tot_ev": -126800.139,
  "total_charge": 1,
  "relative_energy_kcal_mol": 179.2,
  "homo_lumo_gap_ev": 4.41,
  "homo_ha": -0.3293,
  "elements": ["Os", "C", "C", "C", "C", "C", "C", "C", "C", "C", "C", "C", "C", "C", "C", "C", "C", "C", "H", "H", "H", "H", "H", "H", "H", "H", "H", "H", "H", "H", "H", "H", "H", "H", "H", "H", "H", "H", "H", "H", "H", "H", "H", "H", "H", "H", "H", "C", "N", "C", "C", "O", "N", "C", "N", "H", "H", "H", "H", "H", "H", "H", "C", "C", "C", "C", "C", "C", "C", "C", "C", "C", "C", "C", "C", "C", "C", "H", "H", "H", "H", "H", "H", "H", "H", "H", "H", "C", "C", "C", "C", "C", "C", "As", "C", "C", "C", "C", "C", "C", "C", "C", "C", "C", "C", "C", "H", "H", "H", "H", "H", "H", "H", "H", "H", "H", "H", "H", "H", "H", "H"],
  "coordinates": [[0.054, -1.974, 0.787], [-0.964, -3.432, 2.017], [0.360, -3.946, 1.854], [1.255, -2.983, 2.451], [0.443, -1.872, 2.888], [-0.933, -2.166, 2.694], [-2.113, -1.526, 3.391], [-1.698, -0.228, 4.081], [-3.242, -1.237, 2.402], [-2.610, -2.521, 4.450], [2.762, -2.933, 2.761], [2.954, -2.183, 4.095], [3.421, -4.301, 2.958], [3.504, -2.161, 1.662], [0.575, -5.330, 1.239], [-0.693, -5.796, 0.509], [1.711, -5.357, 0.201], [0.822, -6.349, 2.365], [-1.870, -3.967, 1.778], [0.797, -1.013, 3.430], [-1.261, 0.477, 3.369], [-0.971, -0.414, 4.874], [-2.571, 0.249, 4.532], [-2.947, -0.458, 1.699], [-4.138, -0.902, 2.930], [-3.504, -2.132, 1.831], [-1.793, -2.834, 5.105], [-3.035, -3.413, 3.987], [-3.383, -2.060, 5.068], [2.247, -2.520, 4.855], [2.846, -1.104, 3.975], [3.963, -2.370, 4.465], [3.004, -4.819, 3.823], [4.482, -4.139, 3.158], [3.351, -4.951, 2.093], [2.980, -1.238, 1.408], [3.594, -2.745, 0.747], [4.509, -1.908, 2.014], [-1.054, -5.038, -0.187], [-1.499, -6.048, 1.201], [-0.459, -6.699, -0.059], [1.311, -5.145, -0.791], [2.169, -6.348, 0.161], [2.486, -4.620, 0.385], [0.064, -6.245, 3.144], [1.799, -6.238, 2.824], [0.755, -7.362, 1.962], [-1.270, -3.711, -4.391], [-0.402, -3.306, -3.307], [1.046, -3.232, -3.346], [1.378, -2.775, -1.925], [2.479, -2.543, -1.506], [0.178, -2.679, -1.221], [-0.798, -2.973, -2.071], [-2.077, -2.964, -1.685], [-0.673, -3.798, -5.295], [-2.043, -2.962, -4.576], [-1.738, -4.678, -4.196], [1.401, -2.498, -4.073], [1.509, -4.197, -3.554], [-2.260, -2.647, -0.740], [-2.835, -3.114, -2.325], [0.233, -0.084, 0.027], [0.538, 0.765, -0.908], [0.777, 2.716, -2.241], [-0.522, 3.007, -2.402], [-1.244, 4.282, -2.051], [-1.749, 4.933, -3.314], [-2.352, 4.104, -4.172], [-2.358, 2.662, -3.922], [-1.475, 2.104, -3.076], [1.869, 3.739, -2.173], [2.479, 4.229, -1.019], [3.520, 5.146, -1.097], [3.980, 5.578, -2.329], [3.387, 5.095, -3.489], [2.342, 4.189, -3.409], [-2.161, 3.910, -1.578], [-1.699, 5.996, -3.503], [-2.810, 4.479, -5.078], [-3.023, 2.034, -4.502], [-1.386, 1.029, -3.003], [2.159, 3.876, -0.048], [3.977, 5.512, -0.186], [4.798, 6.284, -2.389], [3.737, 5.425, -4.458], [1.877, 3.821, -4.315], [-0.947, 7.369, 0.039], [-1.005, 6.774, 1.303], [-0.882, 5.396, 1.490], [-0.719, 4.525, 0.432], [-0.564, 5.112, -0.921], [-0.738, 6.555, -1.032], [-0.852, 2.590, 1.152], [0.535, 1.463, 0.391], [1.179, 1.238, -2.179], [2.650, 0.935, -2.040], [3.378, 1.008, -0.917], [3.039, 1.429, 0.441], [1.845, 1.689, 1.008], [-2.527, 2.187, 0.226], [-2.815, 0.971, -0.381], [-4.071, 0.745, -0.934], [-5.053, 1.719, -0.888], [-4.786, 2.925, -0.252], [-3.539, 3.148, 0.310], [-1.046, 8.438, -0.078], [-1.154, 7.403, 2.174], [-0.960, 5.000, 2.495], [0.534, 5.030, -1.152], [-0.608, 6.992, -2.014], [0.802, 0.714, -3.060], [3.143, 0.552, -2.927], [4.418, 0.716, -1.026], [3.907, 1.563, 1.079], [1.859, 2.069, 2.030], [-2.070, 0.189, -0.418], [-4.279, -0.208, -1.406], [-6.025, 1.540, -1.329], [-5.552, 3.686, -0.180], [-3.362, 4.087, 0.824]],
  "atomic_forces_ev_per_a": [[0.9, -0.9, 0.4], [-0.2, 0.0, 0.1], [-0.3, -0.1, -0.1], [-0.2, 0.5, -0.5], [-0.3, 0.1, 0.7], [0.0, 0.0, 0.2], [0.0, 0.1, -0.2], [0.0, 0.1, -0.1], [0.0, 0.0, 0.0], [0.0, 0.0, 0.0], [0.0, 0.0, -0.3], [0.0, 0.0, 0.0], [0.0, 0.0, 0.1], [0.1, -0.1, 0.0], [0.1, 0.1, 0.0], [0.0, 0.0, 0.0], [0.0, 0.0, 0.0], [0.0, 0.0, 0.0], [0.0, 0.0, -0.1], [0.1, 0.0, 0.0], [0.0, 0.0, 0.0], [0.0, 0.0, 0.0], [0.0, 0.0, 0.0], [0.0, 0.0, 0.0], [0.0, 0.0, 0.0], [0.0, 0.0, 0.0], [0.0, 0.0, 0.0], [0.0, 0.0, 0.0], [0.0, 0.0, 0.0], [0.0, 0.0, 0.0], [0.0, 0.0, 0.0], [0.0, 0.0, 0.0], [0.0, 0.0, 0.0], [0.0, 0.0, 0.0], [0.0, 0.0, 0.0], [0.0, 0.0, 0.0], [0.0, 0.0, 0.0], [0.0, 0.0, 0.0], [0.0, 0.0, 0.0], [0.0, 0.0, 0.0], [0.0, 0.0, 0.0], [0.0, 0.0, 0.0], [0.0, 0.0, 0.0], [0.0, 0.0, 0.0], [0.0, 0.0, 0.0], [0.0, 0.0, 0.0], [0.0, 0.0, 0.0], [0.0, 0.0, 0.0], [0.0, 0.1, 0.0], [0.0, 0.0, 0.0], [-0.2, 0.0, -0.1], [0.0, 0.0, 0.0], [0.3, 0.3, -0.3], [-0.3, -0.1, 0.2], [0.0, 0.1, -0.1], [0.0, 0.0, 0.0], [0.0, 0.0, 0.0], [0.0, 0.0, 0.0], [0.0, 0.0, 0.0], [0.0, 0.0, 0.0], [0.1, 0.0, 0.0], [0.0, 0.0, 0.0], [-0.4, 0.0, -0.1], [0.2, 0.1, 0.1], [0.0, 0.0, -0.1], [0.0, 0.0, -0.1], [0.2, 0.0, -0.1], [0.0, 0.0, 0.0], [0.0, 0.0, 0.0], [0.0, 0.0, 0.0], [0.0, 0.0, 0.0], [-0.1, 0.0, -0.1], [0.1, -0.1, 0.1], [0.0, 0.0, 0.0], [0.0, 0.0, 0.0], [0.0, 0.0, 0.0], [-0.1, 0.1, 0.0], [0.0, 0.0, 0.0], [0.0, 0.0, 0.0], [0.0, 0.0, 0.0], [0.0, 0.0, 0.0], [0.0, 0.0, 0.1], [0.0, 0.0, 0.0], [0.0, 0.0, 0.0], [0.0, 0.0, 0.0], [0.0, 0.0, 0.0], [0.0, 0.0, 0.0], [0.1, -0.1, 0.0], [0.0, 0.0, 0.0], [0.1, 0.0, 0.0], [0.1, -0.1, -0.1], [-0.7, 0.0, 0.0], [0.2, 0.1, -0.1], [-0.1, 0.2, 0.1], [0.1, -0.1, 0.0], [0.1, -0.1, 0.2], [0.0, 0.1, 0.0], [0.0, 0.0, 0.0], [0.0, 0.0, 0.0], [-0.1, 0.0, 0.1], [0.0, 0.0, 0.0], [-0.1, 0.0, 0.0], [0.0, 0.0, 0.0], [0.0, 0.0, 0.0], [0.0, 0.0, 0.0], [0.0, 0.0, 0.0], [0.0, 0.0, 0.0], [0.0, 0.0, 0.0], [0.0, 0.0, 0.0], [0.1, 0.0, 0.1], [-0.1, 0.0, 0.0], [0.0, 0.0, 0.0], [0.0, 0.0, 0.0], [0.0, 0.0, 0.0], [0.0, 0.0, 0.0], [0.0, -0.1, 0.0], [0.0, 0.0, 0.0], [0.0, 0.0, 0.0], [0.0, 0.0, 0.0], [0.0, 0.0, 0.0], [0.0, 0.0, 0.0]],
  "lowdin_charge": [1.24, -0.16, -0.22, -0.16, -0.17, -0.34, -0.55, -0.05, -0.04, -0.03, -0.51, -0.05, -0.05, -0.04, -0.51, -0.06, -0.03, -0.03, 0.11, 0.11, 0.05, 0.09, 0.09, 0.05, 0.09, 0.08, 0.09, 0.08, 0.09, 0.10, 0.08, 0.09, 0.09, 0.09, 0.06, 0.06, 0.07, 0.09, 0.06, 0.09, 0.09, 0.07, 0.10, 0.05, 0.10, 0.06, 0.09, -0.02, -0.08, -0.02, -0.47, 0.09, 0.01, -0.42, 0.22, 0.10, 0.09, 0.10, 0.14, 0.14, 0.09, 0.11, -0.16, -0.22, -0.07, -0.14, -0.19, -0.02, -0.07, -0.06, -0.03, -0.18, -0.06, -0.05, -0.07, -0.06, -0.01, 0.13, 0.10, 0.11, 0.11, 0.11, 0.10, 0.11, 0.11, 0.11, 0.13, -0.02, 0.03, -0.11, -0.21, -0.23, 0.05, 1.42, -0.54, -0.18, -0.04, -0.07, -0.10, -0.15, -0.39, -0.14, -0.08, -0.07, -0.07, -0.13, 0.12, 0.13, 0.09, 0.17, 0.13, 0.14, 0.11, 0.11, 0.10, 0.10, 0.06, 0.10, 0.11, 0.11, 0.10]
}